[1]
The following is a quantum chemistry calculation of a molecular structure, C40H38Cl5N2O7P4SSn, from OMol25.

Calculated values
* total charge: -1
* multiplicity: 1
* energy: -175853.23820 eV
* lowest unoccupied orbital energy: 0.0688 Ha

Last column: Löwdin charge in e.
Positions of all 98 atoms, in Å:
Sn1 -0.770 2.399 -1.538  1.145
Cl1 -3.746 0.805 -3.117  0.706
Cl2 0.982 1.612 -7.082  0.649
Cl3 -1.561 0.055 -7.988  0.648
Cl4 1.164 2.756 -4.198  0.632
Cl5 -3.932 -0.334 -6.008  0.647
S1 0.088 -1.314 -3.652  0.768
P1 0.821 0.405 0.878  1.028
P2 -2.259 2.458 0.885  0.478
P3 -3.425 4.345 -0.923  0.147
P4 0.206 0.557 4.024  1.044
O1 -2.170 4.001 -1.748  -0.499
O2 -3.488 1.335 0.767  -0.265
O3 -4.587 3.295 -1.329  -0.180
O4 -1.834 2.581 2.309  -0.416
O5 -3.131 3.870 0.573  -0.359
O6 -1.723 -0.104 -0.802  -0.156
O7 -3.901 5.732 -1.008  -0.290
N1 0.481 -3.883 -4.287  -0.049
N2 1.261 -3.194 -2.246  -0.046
C1 2.449 0.233 0.034  -0.374
C2 2.742 -1.706 6.438  -0.100
C3 0.118 -3.638 0.348  -0.137
C4 1.292 -0.002 2.625  -0.552
C5 0.091 -1.207 0.337  -0.297
C6 0.171 5.092 0.516  -0.117
C7 -0.208 -3.759 -5.555  -0.096
C8 4.863 0.253 -0.131  -0.100
C9 -2.417 1.048 -4.215  -0.713
C10 2.271 4.627 -1.239  -0.132
C11 2.241 -0.994 5.354  -0.105
C12 1.249 5.501 -1.593  -0.119
C13 -2.613 -2.378 3.272  -0.087
C14 -2.528 0.538 -5.505  -0.721
C15 -3.796 -1.715 3.572  -0.094
C16 0.932 -0.517 5.348  -0.375
C17 2.241 3.981 -0.011  -0.122
C18 1.945 -1.955 7.542  -0.109
C19 1.795 -4.484 -1.892  -0.098
C20 4.790 0.237 -1.514  -0.097
C21 -1.351 -0.386 3.794  -0.398
C22 -1.473 0.715 -6.395  -0.723
C23 2.393 0.223 -1.364  -0.145
C24 -0.339 1.407 -5.988  -0.729
C25 0.145 -0.769 6.476  -0.104
C26 -0.283 1.898 -4.687  -0.739
C27 -1.139 -1.250 -0.321  -0.327
C28 1.188 4.212 0.866  -0.123
C29 -1.754 -2.471 -0.597  -0.005
C30 0.199 5.736 -0.715  -0.108
C31 -1.399 -1.719 3.394  -0.091
C32 0.717 -2.424 0.625  -0.133
C33 0.638 -2.875 -3.401  -0.805
C34 -1.298 1.728 -3.764  -0.364
C35 -3.758 -0.392 3.987  -0.090
C36 3.544 0.217 -2.131  -0.077
C37 -1.140 -3.656 -0.250  -0.077
C38 0.638 -1.481 7.555  -0.094
C39 3.703 0.250 0.638  -0.105
C40 -2.543 0.272 4.084  -0.126
H1 2.335 -2.511 8.385  0.094
H2 -5.044 3.627 -2.109  0.068
H3 1.356 -2.431 -1.594  0.078
H4 2.893 -0.818 4.508  0.085
H5 1.138 3.697 1.818  0.097
H6 1.016 -5.252 -1.850  0.086
H7 -0.657 5.251 1.195  0.106
H8 -0.489 -2.718 -5.690  0.030
H9 -4.745 -2.228 3.477  0.096
H10 -1.110 -4.373 -5.568  0.082
H11 -0.613 6.396 -0.992  0.108
H12 3.028 3.283 0.252  0.093
H13 -2.510 1.321 4.350  0.090
H14 -2.633 -3.409 2.942  0.097
H15 -0.878 -0.411 6.500  0.101
H16 3.802 0.257 1.715  0.082
H17 1.263 5.986 -2.561  0.101
H18 -2.577 0.077 -0.364  0.056
H19 0.445 -4.062 -6.375  0.081
H20 3.460 0.210 -3.211  0.103
H21 1.550 -1.060 2.728  0.031
H22 3.763 -2.068 6.412  0.097
H23 -2.705 -2.461 -1.115  0.126
H24 0.002 -1.669 8.411  0.098
H25 2.206 0.570 2.809  0.019
H26 -4.250 1.568 1.314  0.069
H27 1.430 0.226 -1.867  0.018
H28 0.784 -4.803 -4.016  0.109
H29 5.828 0.271 0.361  0.096
H30 2.235 -4.410 -0.901  0.079
H31 3.081 4.432 -1.932  0.096
H32 0.623 -4.563 0.597  0.100
H33 -4.679 0.132 4.215  0.101
H34 -0.484 -2.256 3.179  0.098
H35 -1.629 -4.598 -0.468  0.106
H36 2.578 -4.809 -2.586  0.088
H37 5.696 0.249 -2.108  0.096
H38 1.696 -2.413 1.093  0.111

---

[2]
The following is a quantum chemistry calculation of a molecular structure, C40H39As2MnN4O9S2 in a non-equilibrium geometry, from OMol25.

Calculated values
* multiplicity: 5
* energy: -241166.89695 eV
* lowest unoccupied orbital energy (alpha / beta): 0.0002 / -0.0618 Ha
* <S²>: 6.135

Last column: Löwdin charge in e.
Positions of all 97 atoms, in Å:
As1 4.110 -1.155 -1.123  1.385
As2 1.072 0.725 -0.064  1.353
Mn1 -2.766 0.687 0.042  0.280
S1 -1.339 2.230 0.903  0.657
S2 -4.268 1.356 1.665  0.703
O1 3.689 3.116 0.860  0.133
O2 -3.667 -1.288 -0.379  0.030
O3 0.940 0.122 -3.225  0.105
O4 3.186 -2.678 1.440  -0.087
O5 6.319 0.567 -0.074  0.089
O6 1.160 -1.685 1.534  0.016
O7 2.149 -1.759 -3.201  -0.106
O8 5.432 1.052 1.937  -0.034
O9 2.499 2.373 2.545  -0.007
N1 -1.797 -0.050 -1.846  0.139
N2 -2.879 -3.111 0.759  -0.026
N3 -1.288 -0.377 3.296  0.226
N4 -2.332 -0.913 1.358  0.065
C1 4.023 0.245 0.239  -0.288
C2 5.401 -2.390 -0.272  -0.278
C3 -1.716 -2.708 2.785  0.020
C4 3.032 -3.019 2.798  -0.049
C5 1.237 -1.026 -1.153  -0.387
C6 3.076 2.200 1.351  -0.544
C7 -3.589 2.813 2.364  -0.684
C8 -4.295 3.576 3.290  -0.126
C9 -3.246 1.704 -2.595  -0.181
C10 2.335 -1.603 -4.600  -0.034
C11 -0.795 -3.258 -3.332  -0.022
C12 -4.394 3.703 -3.313  -0.090
C13 -3.387 -4.021 -0.238  0.011
C14 1.431 -0.793 -2.612  -0.554
C15 -2.301 3.224 1.997  -0.645
C16 -3.362 2.093 -1.242  -0.183
C17 6.709 1.485 2.382  -0.029
C18 -0.194 -1.708 -1.000  -0.210
C19 -2.577 -0.143 -4.125  0.019
C20 -2.989 -1.750 0.542  -0.523
C21 -1.147 -1.193 -2.043  -0.172
C22 1.309 2.198 -1.326  -0.266
C23 -0.223 -3.877 -2.214  -0.089
C24 -2.005 -1.366 -4.305  0.017
C25 -3.916 3.350 -0.988  -0.103
C26 -3.807 2.492 -3.608  -0.040
C27 -1.289 -1.952 -3.242  -0.168
C28 1.745 1.355 3.169  -0.072
C29 5.365 0.649 0.666  -0.548
C30 -2.473 5.149 3.419  -0.107
C31 -1.755 -1.318 2.482  -0.358
C32 2.347 -1.713 -0.503  -0.271
C33 0.006 -3.179 -1.075  -0.034
C34 -2.519 0.480 -2.869  -0.177
C35 -2.251 -3.554 1.872  -0.026
C36 2.923 0.916 0.598  -0.273
C37 -3.740 4.730 3.811  -0.107
C38 -1.755 4.390 2.516  -0.128
C39 -4.410 4.154 -2.001  -0.072
C40 2.152 -2.008 0.864  -0.552
H1 5.449 -2.284 0.807  0.021
H2 2.030 0.360 2.820  0.070
H3 -2.227 -4.625 1.998  0.135
H4 0.406 2.304 -1.921  0.024
H5 7.113 2.228 1.692  0.103
H6 2.170 2.050 -1.978  0.044
H7 6.557 1.915 3.369  0.097
H8 2.888 -0.682 -4.796  0.103
H9 6.379 -2.174 -0.705  0.024
H10 -4.823 4.306 -4.100  0.100
H11 -2.112 -1.910 -5.233  0.122
H12 -4.279 -3.587 -0.685  0.103
H13 -3.787 2.158 -4.634  0.094
H14 -4.296 5.313 4.530  0.094
H15 1.934 1.455 4.238  0.101
H16 -2.049 6.060 3.818  0.095
H17 0.684 1.521 2.958  0.048
H18 2.611 -2.183 3.360  0.087
H19 5.120 -3.413 -0.520  0.028
H20 -0.926 -3.796 -4.258  0.114
H21 -4.817 5.127 -1.764  0.104
H22 -3.109 0.331 -4.931  0.105
H23 -5.279 3.253 3.590  0.096
H24 -3.623 -4.976 0.227  0.098
H25 -3.964 3.720 0.028  0.080
H26 -1.294 0.573 2.938  0.057
H27 -0.528 -1.419 0.003  0.088
H28 7.393 0.634 2.427  0.098
H29 -0.741 -0.606 4.105  0.123
H30 -1.254 -3.067 3.688  0.114
H31 1.366 -1.558 -5.105  0.095
H32 0.014 -4.929 -2.257  0.111
H33 2.364 -3.878 2.905  0.097
H34 1.455 3.111 -0.748  0.034
H35 -2.636 -4.159 -1.019  0.084
H36 -0.765 4.677 2.198  0.098
H37 2.909 -2.467 -4.921  0.096
H38 0.473 -3.651 -0.223  0.116
H39 4.019 -3.273 3.180  0.097